[1]
Here is a molecular structure, C36H72Hg2N4O4 from the Open Molecules 2025 dataset. Energies are from the ωB97M-V functional and the def2-TZVPD basis.

XYZ file:
```
118
Properties=species:S:1:pos:R:3:forces:R:3
Hg -15.476 -18.171 -4.358 0.0643 -1.2435 -0.8035
Hg -17.776 -21.261 -3.048 -0.1240 -0.4401 0.2430
C -16.423 -16.545 -1.472 -1.0549 -0.9585 -0.3248
C -17.894 -16.660 -2.026 -0.2307 2.6065 -0.3996
C -18.234 -15.148 -2.471 -1.0544 -1.0579 -0.6435
C -19.602 -15.125 -3.193 0.5806 0.8791 -0.5902
C -19.566 -15.970 -4.477 -0.6350 0.7566 1.1988
C -19.171 -17.422 -4.170 -0.3979 0.4453 -0.8444
N -17.968 -17.495 -3.274 -0.2484 1.1600 0.1105
O -17.488 -18.826 -3.049 1.3787 0.2238 -0.6164
C -18.825 -17.989 -5.548 1.2199 -0.4029 -0.1184
C -20.444 -18.104 -3.698 0.2979 -1.0401 1.1181
C -18.862 -16.927 -0.828 1.2499 -0.6288 -0.4002
H -16.443 -15.784 -0.693 0.2103 0.0205 -0.0654
H -15.706 -16.282 -2.250 -0.1283 0.3661 -0.1564
H -16.050 -17.477 -1.047 -0.2182 -0.1351 0.1657
H -17.475 -14.718 -3.124 0.0663 -0.3660 -0.2909
H -18.287 -14.412 -1.668 0.1328 -0.5578 0.6354
H -19.831 -14.091 -3.453 0.1997 0.2471 -0.2974
H -20.467 -15.334 -2.562 0.2481 -0.6947 0.3018
H -19.027 -15.454 -5.272 0.7607 -0.2270 0.2206
H -20.579 -15.980 -4.879 -0.1773 -0.2907 -0.0420
H -19.626 -18.002 -6.288 -0.3335 0.3657 0.3428
H -18.436 -19.008 -5.550 0.0867 -0.1837 0.3561
H -18.034 -17.350 -5.942 0.2084 -0.0701 -0.2231
H -21.013 -18.477 -4.550 -0.1399 0.1580 0.1130
H -21.080 -17.526 -3.028 -0.0028 0.3249 -0.2199
H -20.153 -18.964 -3.095 -0.0067 -0.3320 -0.0377
H -18.378 -17.753 -0.306 -0.6104 -0.2881 0.3355
H -19.907 -17.124 -1.067 0.2226 -0.1765 -0.1902
H -18.827 -16.064 -0.164 0.0217 -0.0003 -0.0065
C -14.373 -21.485 -2.323 -0.6712 1.6489 -0.5949
C -14.650 -22.318 -3.576 1.9098 -2.2100 -0.0124
C -14.876 -23.806 -2.988 0.2288 1.4859 -2.1721
C -15.227 -24.796 -4.111 -0.2935 0.2736 0.8085
C -16.527 -24.310 -4.822 2.5676 -2.5238 1.8613
C -16.393 -22.924 -5.340 -0.7349 0.5570 -1.5722
N -15.852 -21.925 -4.354 -1.6644 -1.6171 2.3715
O -15.973 -20.589 -4.737 0.3407 1.0254 -1.1069
C -17.904 -22.639 -5.720 1.8008 1.0222 -0.4389
C -15.646 -22.937 -6.752 -0.4648 0.2895 1.1483
C -13.325 -22.313 -4.469 -1.0584 0.3268 0.9806
H -13.438 -21.601 -1.774 -0.0110 -1.0791 -0.2657
H -15.206 -21.551 -1.623 -0.0335 -0.0136 0.1332
H -14.261 -20.437 -2.602 -0.4213 0.3580 -0.1666
H -15.709 -23.734 -2.288 -0.0047 -0.1794 0.1891
H -13.956 -24.121 -2.497 -0.0600 0.1767 0.2187
H -15.372 -25.718 -3.549 -0.3451 -0.4350 -0.4859
H -14.405 -24.984 -4.802 0.1074 0.2403 -0.0120
H -17.257 -24.541 -4.046 -0.6824 0.8843 -0.1888
H -16.705 -25.012 -5.636 -0.2681 0.2489 -0.1681
H -18.569 -22.658 -4.857 -0.0615 -0.0113 0.0478
H -18.220 -23.410 -6.422 -0.0535 0.0517 0.0726
H -17.862 -21.682 -6.241 -0.7157 0.1854 0.0985
H -14.558 -23.006 -6.788 -0.0606 0.0619 0.5545
H -15.930 -21.994 -7.218 0.0573 -0.2203 -0.4366
H -16.016 -23.827 -7.261 -0.1861 0.3428 -0.3816
H -13.225 -23.213 -5.075 -0.0505 0.2222 -0.0327
H -12.477 -22.246 -3.786 0.0924 -0.1321 -0.0860
H -13.323 -21.405 -5.072 -0.0020 -0.0874 -0.2262
C -17.803 -21.063 -0.115 -0.7697 -0.6055 -0.0092
C -19.238 -21.633 -0.101 -0.9122 -0.0015 0.0717
C -20.166 -20.433 0.369 -0.5435 -1.4102 0.3910
C -21.657 -20.682 0.126 -0.6334 -0.1952 0.3045
C -21.932 -20.931 -1.330 1.1496 -0.1746 0.3997
C -21.073 -22.088 -1.916 0.2842 1.1164 0.4174
N -19.622 -21.996 -1.488 0.0000 1.6725 -1.5641
O -18.848 -23.120 -2.051 0.1684 1.1798 0.0320
C -21.199 -21.828 -3.471 0.2327 -1.6388 0.6543
C -21.627 -23.409 -1.344 -0.2426 -0.5556 -0.5556
C -19.338 -22.868 0.850 -0.3301 0.6019 0.3249
H -17.831 -20.097 -0.618 0.2554 0.1144 -0.1069
H -17.168 -21.778 -0.638 0.2632 -0.0342 0.1860
H -17.447 -20.937 0.908 0.1274 0.0656 -0.0606
H -19.877 -19.485 -0.087 0.1082 -0.1507 -0.2742
H -20.067 -20.306 1.447 0.4698 -0.0104 0.1206
H -22.269 -19.846 0.463 0.2479 0.4897 -0.0574
H -22.132 -21.481 0.695 0.6909 -0.4601 0.3810
H -21.653 -19.982 -1.786 -0.3696 -0.1016 -0.7244
H -22.969 -21.229 -1.488 -0.0615 0.4424 -0.2346
H -22.252 -21.835 -3.754 -0.1069 -0.4075 0.0404
H -20.657 -22.624 -3.981 -0.2361 -0.1218 -0.2403
H -20.847 -20.885 -3.889 0.4133 0.2186 0.7808
H -22.704 -23.541 -1.447 -0.1623 0.2903 -0.4077
H -21.470 -23.491 -0.268 0.2138 0.2954 -0.1446
H -21.166 -24.292 -1.786 0.1893 0.1388 -0.1055
H -19.286 -23.847 0.373 0.4643 0.3064 -0.3668
H -20.302 -22.875 1.358 -0.0815 0.1859 0.1303
H -18.581 -22.785 1.631 0.0703 -0.1761 -0.0042
C -13.657 -14.778 -6.918 -0.2257 0.5234 0.4540
C -15.018 -15.454 -6.414 1.1835 1.3948 0.0761
C -16.203 -14.755 -7.164 0.8421 -0.4319 -1.2510
C -16.338 -15.273 -8.610 -0.7545 -0.9619 -0.0936
C -16.496 -16.825 -8.579 1.0191 0.1894 0.9462
C -15.185 -17.510 -7.984 -0.4870 -0.0777 1.3489
N -14.932 -16.908 -6.562 -2.0720 -1.2562 -1.5522
O -13.815 -17.563 -5.861 -2.2221 0.5396 0.9648
C -14.021 -17.294 -8.962 0.2713 0.7033 0.2542
C -15.449 -19.052 -7.836 0.2924 0.9186 -0.9467
C -15.307 -15.116 -4.936 0.4393 -0.1697 0.9033
H -12.783 -15.427 -6.973 -0.3293 -0.4106 0.3846
H -13.380 -13.942 -6.276 -0.0277 -0.0552 0.3873
H -13.681 -14.290 -7.892 -0.6516 -0.2815 -0.2848
H -16.022 -13.680 -7.170 0.5671 0.0811 -0.0516
H -17.165 -14.765 -6.651 -0.0595 -0.8914 0.1608
H -15.538 -15.046 -9.314 0.4792 0.2556 0.5642
H -17.177 -14.784 -9.105 -0.4279 -0.1873 0.1719
H -16.715 -17.277 -9.547 0.2954 0.1840 -0.2318
H -17.336 -17.124 -7.952 -0.0385 0.1650 0.2032
H -14.156 -17.797 -9.920 -0.1765 -0.2605 0.1308
H -13.045 -17.557 -8.555 -0.1338 -0.3539 0.1906
H -13.934 -16.234 -9.198 -0.0127 0.0119 -0.0237
H -15.587 -19.323 -8.883 0.0302 -0.5220 -0.1024
H -16.354 -19.390 -7.331 -0.0567 0.5313 0.3911
H -14.603 -19.615 -7.443 0.0475 0.2562 0.0623
H -14.561 -15.473 -4.226 0.4731 -0.1075 -0.2121
H -16.247 -15.506 -4.546 -0.3339 -0.5865 -0.5781
H -15.426 -14.065 -4.669 0.3215 0.3731 -0.6527
```
Positions in Å, forces in eV/Å.

The total charge is 0. As for the LUMO energy: -0.047 Ha. As for the molar mass: 1026.176 u. The calculated total energy is -60988.2529 eV. For the largest force on an atom, the calculation gives 4.05 eV Å⁻¹. As for the highest occupied orbital energy: -6.88 eV. The calculation puts the energy relative to the best compared isomer or geometry (same formula, charge and spin) at 0.000 eV. The HOMO-LUMO gap is 5.6 eV.

Atomic partial charges in e from the Löwdin method, atoms 1 to 99:
1. Hg 1.28
2. Hg 1.28
3. C -0.04
4. C -0.44
5. C -0.13
6. C -0.18
7. C -0.14
8. C -0.50
9. N -0.17
10. O -0.38
11. C -0.05
12. C -0.05
13. C -0.02
14. H 0.09
15. H 0.04
16. H 0.07
17. H 0.09
18. H 0.11
19. H 0.10
20. H 0.10
21. H 0.10
22. H 0.12
23. H 0.10
24. H 0.07
25. H 0.05
26. H 0.09
27. H 0.08
28. H 0.05
29. H 0.06
30. H 0.07
31. H 0.08
32. C -0.06
33. C -0.46
34. C -0.12
35. C -0.17
36. C -0.17
37. C -0.47
38. N -0.23
39. O -0.40
40. C -0.05
41. C 0.00
42. C -0.01
43. H 0.09
44. H 0.05
45. H 0.06
46. H 0.10
47. H 0.12
48. H 0.11
49. H 0.10
50. H 0.12
51. H 0.12
52. H 0.03
53. H 0.09
54. H 0.07
55. H 0.07
56. H 0.06
57. H 0.08
58. H 0.06
59. H 0.07
60. H 0.08
61. C -0.07
62. C -0.48
63. C -0.10
64. C -0.20
65. C -0.16
66. C -0.45
67. N -0.22
68. O -0.32
69. C -0.03
70. C -0.03
71. C -0.03
72. H 0.05
73. H 0.04
74. H 0.09
75. H 0.09
76. H 0.12
77. H 0.11
78. H 0.10
79. H 0.10
80. H 0.12
81. H 0.08
82. H 0.06
83. H 0.05
84. H 0.08
85. H 0.06
86. H 0.08
87. H 0.08
88. H 0.06
89. H 0.07
90. C -0.02
91. C -0.47
92. C -0.13
93. C -0.17
94. C -0.11
95. C -0.44
96. N -0.22
97. O -0.29
98. C -0.04
99. C -0.05

***

[2]
Here is a molecular structure, C14H28Cl2IrNOP2 from the Open Molecules 2025 dataset. Energies are from the ωB97M-V functional and the def2-TZVPD basis.

XYZ file:
```
49
Properties=species:S:1:pos:R:3:forces:R:3
C -2.264 -2.845 -2.323 -0.2933 -0.8686 -0.4838
C -1.818 -1.602 -1.629 -2.1923 2.8463 -1.4074
H -3.102 -2.565 -2.961 -0.0454 -0.0508 -0.0425
H -2.594 -3.585 -1.587 0.0803 -0.0377 -0.1754
H -1.468 -3.280 -2.944 -0.2060 -0.0055 0.2270
O -2.398 -0.524 -1.745 1.6353 -2.5184 0.6690
Cl 1.314 -3.802 -1.188 -0.4500 -0.6811 -0.1451
Ir -0.141 -2.048 -0.737 1.0394 1.1776 1.6676
P -1.380 -1.579 1.217 -1.3991 -0.9047 1.7602
C -2.478 -0.125 1.269 0.0913 0.0246 -0.6650
C -2.460 -3.061 1.386 0.0963 0.3786 -0.0250
H -2.884 -3.064 2.397 -0.0214 -0.0851 -0.2381
H -1.248 -1.784 3.646 -0.0162 0.1083 -0.3038
H -1.851 -3.957 1.235 -0.1087 0.0306 0.1137
H 0.340 -2.078 2.867 -0.3516 0.0920 0.2859
H -2.715 0.156 0.242 -0.2248 0.1461 0.2568
H -3.264 -3.044 0.641 0.1234 0.0224 0.1832
C -0.562 -1.458 2.855 0.5582 -0.1735 -0.4017
H -3.400 -0.385 1.798 0.1798 -0.0405 -0.0191
H -0.271 -0.416 3.017 -0.0096 -0.2044 0.0175
H -1.987 0.714 1.767 -0.0330 -0.2379 0.0005
P 0.936 -0.604 -2.207 1.2935 0.6804 -1.6745
C 0.193 1.010 -2.546 -0.3898 -0.1042 0.0313
C 2.669 -0.201 -1.825 -0.1073 -0.4378 0.2554
H 1.296 -2.541 -3.549 -0.0115 0.1789 -0.3195
H 1.749 -1.057 -4.460 -0.1837 -0.0550 0.1308
H 0.026 -1.498 -4.275 0.0640 -0.0652 -0.0136
C 1.007 -1.514 -3.795 -0.0355 0.0919 0.3265
H 3.096 -0.996 -1.203 0.1261 0.3117 -0.3421
H 3.218 -0.123 -2.771 -0.0886 0.0711 0.2156
H 0.386 1.242 -3.600 -0.0418 0.0708 0.2047
H 0.634 1.771 -1.898 -0.0346 -0.1589 -0.1824
H 2.693 0.748 -1.281 0.1142 -0.1994 -0.0793
H -0.882 0.947 -2.367 0.1196 0.2389 -0.2024
Cl 1.684 -1.770 0.785 0.3745 0.6731 0.1565
C 1.650 4.990 2.691 0.1874 0.0721 0.0958
C 1.392 3.656 2.058 0.0259 0.2962 0.1382
C 0.241 3.468 1.291 -0.0059 -1.0771 -0.3735
C 0.023 2.218 0.694 -0.7392 0.1817 -0.2626
N 0.873 1.200 0.836 0.4498 0.5152 0.8169
C 1.948 1.362 1.615 0.8160 -0.3001 0.3374
C 2.267 2.579 2.225 -0.5305 -0.2776 -0.5043
H 1.617 5.792 1.941 0.0012 -0.2278 0.1932
H 0.886 5.214 3.450 0.1801 -0.0759 -0.1918
H 2.632 4.991 3.170 -0.1821 0.1452 -0.0220
H -0.489 4.260 1.142 0.1650 -0.1315 -0.0244
H -0.867 2.032 0.079 0.3834 0.1821 0.2173
H 2.579 0.483 1.760 -0.1266 0.5048 -0.0566
H 3.177 2.673 2.817 -0.2761 -0.1221 -0.1453
```
Positions in Å, forces in eV/Å.

The total charge is +2. As for the LUMO energy (spin up / spin down): -0.237 / -0.408 Ha. As for the molar mass: 551.455 u. The calculated total energy is -64953.9523 eV. For the largest force on an atom, the calculation gives 3.86 eV Å⁻¹. As for the spin multiplicity: 5. As for the expectation value of S²: 6.019. As for the highest occupied orbital energy (spin up / spin down): -14.74 / -15.88 eV. The HOMO-LUMO gap (spin up / spin down) is 8.3 / 4.8 eV.

Now the Löwdin charges, all in e:
1. C -0.04
2. C -0.64
3. H 0.12
4. H 0.09
5. H 0.09
6. O 0.02
7. Cl 0.08
8. Ir 0.67
9. P 0.71
10. C -0.20
11. C -0.22
12. H 0.07
13. H 0.07
14. H 0.06
15. H 0.00
16. H 0.03
17. H 0.06
18. C -0.26
19. H 0.08
20. H 0.04
21. H 0.04
22. P 0.68
23. C -0.21
24. C -0.24
25. H 0.01
26. H 0.07
27. H 0.06
28. C -0.23
29. H 0.01
30. H 0.07
31. H 0.08
32. H 0.04
33. H 0.04
34. H 0.03
35. Cl 0.27
36. C -0.01
37. C -0.23
38. C 0.03
39. C -0.12
40. N 0.10
41. C -0.13
42. C 0.03
43. H 0.11
44. H 0.11
45. H 0.09
46. H 0.14
47. H 0.12
48. H 0.08
49. H 0.14